[1]
Below is C18H19BMnN6 as an isolated structure in a non-equilibrium geometry, with properties calculated with the ωB97M-V functional and the def2-TZVPD basis.

```
! wB97M-V def2-TZVPD RIJCOSX def2/J DEFGRID3
* xyz 2 6
C -0.1474 2.7617 -0.0236
N 0.6784 1.6897 0.0558
N 1.8571 2.0533 -0.6124
C 1.8049 3.3665 -0.9198
C 0.5444 3.8486 -0.5819
B 3.0491 1.0788 -0.8630
N 3.2335 0.3055 0.4921
N 2.1950 -0.1305 1.3291
C 2.7582 -0.7534 2.4012
C 4.1458 -0.6494 2.2943
C 4.3974 0.0409 1.1128
Mn 0.2820 0.1691 1.6045
N 2.8689 0.2270 -2.2176
N 1.7891 -0.6274 -2.2792
C 1.7475 -1.1645 -3.4893
C 2.8440 -0.6917 -4.2704
C 3.5244 0.1915 -3.4224
H 0.9618 -1.8515 -3.7939
H 4.4156 0.7798 -3.5973
H 3.0720 -0.9700 -5.2807
H 4.0402 1.7331 -1.0505
H 5.3124 0.3536 0.6487
H 2.6601 3.8722 -1.3434
H 4.8541 -1.0473 2.9879
H 0.1707 4.8430 -0.7071
H 2.1547 -1.2544 3.1528
H -1.1743 2.7243 0.3267
H 0.5838 -1.4146 0.7035
C 0.0598 -1.8493 1.5847
H 0.7206 -2.6510 1.9385
H -0.0397 -1.0942 2.4858
H -0.9345 -2.1698 1.2622
C -1.4794 0.1232 0.9972
C -2.6456 -0.1875 0.6631
C -3.9836 -0.5387 0.4858
C -4.3755 -1.8259 0.0257
C -5.6409 -2.2950 0.3616
C -6.5358 -1.4691 1.0611
C -6.1910 -0.1473 1.3801
C -4.9404 0.3485 1.0300
H -3.6671 -2.4459 -0.5317
H -5.9233 -3.3136 0.0915
H -7.5102 -1.8528 1.3552
H -6.8864 0.5035 1.9110
H -4.6502 1.3807 1.2413
*
```

For the HOMO-LUMO gap (alpha / beta), the calculation gives 6.04 / 3.69 eV. The value obtained for the lowest unoccupied orbital energy (alpha / beta) is -7.66 / -10.13 eV. Its largest force on an atom is 7.19 eV/Å. The expectation value of S² is 8.8616. The value obtained for the molar mass is 385.14 Da.

[2]
Below is C35H33AsI2N2O5ReS as an isolated structure, with properties calculated with the ωB97M-V functional and the def2-TZVPD basis.

```
! wB97M-V def2-TZVPD RIJCOSX def2/J DEFGRID3
* xyz 0 2
Re 0.5938 -0.7304 2.2934
I 0.8301 -0.9313 5.4864
C -0.1006 0.9458 5.8954
I -2.1642 1.0222 5.4781
H 0.3935 1.6832 5.2752
H 0.0503 1.1257 6.9517
S -1.6713 -1.5587 2.7018
C -0.8059 -3.0656 2.6547
C -1.2620 -4.3802 2.7779
C -0.3374 -5.3963 2.6782
C 1.0193 -5.1173 2.4667
C 1.4098 -3.8061 2.3694
N 0.5068 -2.8150 2.4662
H -2.3127 -4.5746 2.9359
H -0.6639 -6.4248 2.7659
H 1.7494 -5.9087 2.3868
H 2.4361 -3.4975 2.2148
O 4.7131 3.6635 3.6110
C 3.9246 2.7918 3.3957
C 2.3924 2.8905 3.5222
O 1.7621 3.8374 3.9303
C 1.9154 1.5916 3.0708
C 2.9350 0.7146 2.7911
O 2.6431 -0.5067 2.4467
C 4.2537 1.3526 2.9450
O 5.3498 0.8945 2.7590
O 0.6604 1.1665 2.9779
C -5.8142 -2.3786 -2.6261
C -4.5939 -1.7156 -2.0495
C -3.4482 -2.4381 -1.7616
C -2.3074 -1.8432 -1.2271
C -1.1158 -2.7217 -0.9747
C -2.3170 -0.4718 -0.9592
As -0.9916 0.6283 -0.0105
N 0.5528 -0.4789 0.4534
C 1.7531 -0.5858 -0.3258
C 2.5137 0.5439 -0.6123
C 3.6926 0.4203 -1.3275
C 4.1196 -0.8270 -1.7662
C 3.3724 -1.9539 -1.4593
C 2.1953 -1.8361 -0.7349
C -0.2349 1.7681 -1.4106
C 0.0211 1.3960 -2.7327
C -0.1893 -0.0020 -3.2442
C 0.5351 2.3466 -3.6121
C 0.8151 3.6435 -3.2143
C 1.3859 4.6493 -4.1748
C 0.5665 3.9914 -1.8906
C 0.0456 3.0810 -0.9823
C -0.1706 3.5405 0.4411
C -3.4768 0.2776 -1.2315
C -3.5777 1.7559 -0.9370
C -4.5840 -0.3533 -1.7816
H -5.6119 -3.4154 -2.8917
H -6.1580 -1.8582 -3.5209
H -6.6359 -2.3696 -1.9072
H -3.4296 -3.5032 -1.9675
H -1.2774 -3.7120 -1.4006
H -0.9234 -2.8404 0.0938
H -0.2196 -2.3052 -1.4252
H 2.1902 1.5115 -0.2542
H 4.2844 1.3023 -1.5342
H 5.0388 -0.9198 -2.3288
H 3.7065 -2.9327 -1.7787
H 1.6203 -2.7157 -0.4775
H -1.2469 -0.2657 -3.2849
H 0.3137 -0.7244 -2.6012
H 0.2307 -0.1061 -4.2437
H 0.7364 2.0523 -4.6365
H 1.4907 4.2281 -5.1736
H 2.3693 4.9875 -3.8438
H 0.7449 5.5297 -4.2412
H 0.7913 4.9975 -1.5532
H 0.1730 4.5664 0.5624
H 0.3659 2.9207 1.1635
H -1.2238 3.5022 0.7261
H -2.8131 2.3332 -1.4624
H -3.4691 1.9587 0.1321
H -4.5490 2.1353 -1.2495
H -5.4665 0.2399 -1.9976
*
```

The calculation puts the relative energy (zero: lowest compared OMol25 entry of this formula, charge and spin) at 0.0 kJ/mol. For the HOMO-LUMO gap (alpha / beta), the calculation gives 6.82 / 6.91 eV. The value obtained for the lowest unoccupied orbital energy (alpha / beta) is -1.12 / -0.97 eV. Its largest force on an atom is 0.22 eV/Å. The expectation value of S² is 0.7598. The value obtained for the molar mass is 1108.66 Da.

[3]
Below is a 7-piece molecular cluster, C15H25Cl3N4O6 overall in a non-equilibrium geometry, with properties calculated with the ωB97M-V functional and the def2-TZVPD basis.

```
! wB97M-V def2-TZVPD RIJCOSX def2/J DEFGRID3
* xyz 0 1
C -8.0206 0.9427 1.9585
O -6.6848 0.8498 2.4924
C -5.5626 1.3093 1.7776
O -5.5066 1.6312 0.5588
O -4.5827 1.1662 2.7082
C -3.2318 1.4511 2.4440
H -8.3006 1.9537 1.6626
H -8.6701 0.4777 2.7002
H -8.1445 0.3839 1.0309
H -2.6822 0.8050 3.1285
H -3.0158 2.4735 2.7542
H -2.8533 1.4218 1.4222
C 0.3148 2.2119 -0.0869
O 0.6521 1.1661 0.8840
C 0.6552 -0.1989 0.4826
O 0.4328 -0.5226 -0.7055
O 0.8817 -0.9004 1.5581
C 1.1420 -2.3407 1.4995
H -0.7672 2.2757 0.0289
H 0.7162 2.0126 -1.0805
H 0.7233 3.1854 0.1842
H 0.2631 -2.7759 1.0239
H 1.2510 -2.7824 2.4900
H 2.0102 -2.4899 0.8575
Cl 1.8478 -1.1509 -4.4660
C 0.7006 -2.3214 -3.7866
Cl 1.4957 -3.7185 -3.1600
Cl -0.4625 -2.9033 -4.9630
H 0.1870 -1.9130 -2.9162
C 2.7520 3.2827 -3.4518
C 2.0164 4.2383 -2.5949
N 1.4977 4.9758 -1.8922
H 3.5065 3.8248 -4.0219
H 2.0734 2.8342 -4.1773
H 3.1810 2.4379 -2.9127
C 2.6209 -5.5233 0.6493
C 2.6003 -5.6730 2.1260
N 2.6327 -5.7665 3.2635
H 3.5369 -4.9857 0.4042
H 1.7851 -4.9764 0.2129
H 2.4707 -6.5348 0.2721
C -0.8344 4.9662 3.0689
C -1.6032 4.7980 1.8411
N -2.1573 4.5940 0.9096
H -1.4924 5.0914 3.9288
H -0.0648 5.7361 3.0150
H -0.3018 4.0436 3.2996
C 5.4745 -3.3543 -3.0822
C 4.5928 -2.8689 -2.0380
N 3.9077 -2.4429 -1.1908
H 6.2372 -4.0379 -2.7092
H 5.9117 -2.4870 -3.5768
H 4.8683 -3.8724 -3.8253
*
```

For the HOMO-LUMO gap, the calculation gives 10.80 eV. The value obtained for the lowest unoccupied orbital energy is 0.20 eV. Its largest force on an atom is 6.65 eV/Å. Its SMILES is COC(=O)OC.COC(=O)OC.ClC(Cl)Cl.CC#N.CC#N.CC#N.CC#N. The value obtained for the molar mass is 463.75 Da.

[4]
Below is an isolated ion of composition C16H25F3N3O6S and charge +1 in a non-equilibrium geometry, with properties calculated with the ωB97M-V functional and the def2-TZVPD basis.

```
! wB97M-V def2-TZVPD RIJCOSX def2/J DEFGRID3
* xyz 1 1
C 2.2995 -0.8150 -2.4004
N 1.3700 -0.1226 -3.3289
C 0.7430 1.0769 -2.6973
C 0.3553 0.8233 -1.2271
C -0.6240 -0.2303 -0.9995
S -1.4121 -1.2135 -2.3216
C -3.2243 -1.4059 -2.0724
O -0.7438 -2.4871 -2.4758
O -1.3521 -0.5810 -3.6314
C -0.9017 -0.4135 0.4200
C -1.8477 -1.4888 0.9857
C -1.4386 -2.9993 0.8371
O -2.0409 -3.6724 -0.2697
C 0.0675 -3.3404 0.8500
F 0.6534 -3.1301 2.0517
F 0.1526 -4.6870 0.6710
F 0.8061 -2.8043 -0.1305
C -0.2399 0.5001 1.3212
C -0.5463 0.4298 2.8441
C 0.3443 -0.6343 3.6047
C 0.7705 -0.0201 4.9881
O -0.2886 -0.1664 5.9411
N 0.6285 1.4475 1.0504
N 0.8883 1.5234 -0.2446
C 1.9272 2.5709 -0.5087
C 1.2124 3.9531 -0.6798
C 0.9158 4.3552 -2.1332
O -0.2201 4.3197 -2.5040
O 1.9132 4.7064 -2.9827
H 2.8433 -0.1341 -1.7040
H 1.7185 -1.5885 -1.8611
H 3.0318 -1.3761 -3.0207
H 1.9577 0.2760 -4.0623
H 1.4231 1.9246 -2.8919
H -0.2112 1.3411 -3.2146
H -3.5006 -2.4550 -1.8760
H -3.7596 -1.1051 -2.9985
H -3.5893 -0.6995 -1.2912
H -2.8242 -1.3692 0.4609
H -2.1170 -1.3395 2.0503
H -1.8638 -3.5316 1.7233
H -2.9886 -3.6244 -0.0597
H -0.3194 1.4042 3.3328
H -1.6363 0.2947 3.0289
H 1.2748 -0.7722 3.0201
H -0.2035 -1.5711 3.8153
H 1.0766 1.0480 4.8908
H 1.6680 -0.5649 5.3542
H -1.1099 0.0586 5.4800
H 2.6084 2.2980 -1.3297
H 2.5857 2.6905 0.3765
H 1.9237 4.7143 -0.2746
H 0.3134 4.0399 -0.0385
H 1.5307 4.5472 -3.8680
*
```

The calculation puts the relative energy (zero: lowest compared OMol25 entry of this formula, charge and spin) at 0.0 kJ/mol. For the HOMO-LUMO gap, the calculation gives 7.09 eV. The value obtained for the lowest unoccupied orbital energy is -5.20 eV. Its largest force on an atom is 5.71 eV/Å. Its SMILES is CNCc1c(S(C)(=O)=O)c(C[C@@H](O)C(F)(F)F)c(CCCO)n[n+]1CCC(=O)O. The value obtained for the molar mass is 444.45 Da.

[5]
Below is an isolated ion of composition C9H17N2OS and charge +1 in a non-equilibrium geometry, with properties calculated with the ωB97M-V functional and the def2-TZVPD basis.

```
! wB97M-V def2-TZVPD RIJCOSX def2/J DEFGRID3
* xyz 1 1
C -0.5931 -1.7205 -0.7544
C -1.5538 -0.7150 0.1173
C 1.1044 -0.5526 0.3434
C 1.3209 0.8201 -0.2040
C -1.5756 0.7781 -0.0720
C 2.2523 -1.2769 1.0988
C 2.3042 1.5936 0.6686
C 1.7449 0.9467 -1.6625
C -2.9043 1.5077 0.0324
N 0.6159 -1.4804 -0.6593
N -2.7875 -1.4160 0.1703
O -1.1364 -2.6332 -1.4938
S -0.2328 1.8173 0.0727
H -1.0399 -0.9276 1.0105
H 0.4257 -0.5210 1.0991
H 3.2372 -0.9571 0.7625
H 1.8849 -2.2811 1.1119
H 2.3041 -0.8041 2.1670
H 3.3172 1.1231 0.6397
H 2.0358 1.6996 1.7473
H 2.4339 2.6770 0.3828
H 0.8879 0.9327 -2.3093
H 2.2087 0.0521 -1.8940
H 2.4005 1.7651 -1.9037
H -2.9965 2.6211 -0.1045
H -3.3862 1.3584 1.0406
H -3.6630 1.0454 -0.4654
H -3.5234 -1.0457 -0.4271
H -2.9732 -1.9182 1.0636
H -2.1132 -2.4889 -1.5783
*
```

The calculation puts the relative energy (zero: lowest compared OMol25 entry of this formula, charge and spin) at 271.6 kJ/mol. For the HOMO-LUMO gap (alpha / beta), the calculation gives 7.11 / 7.11 eV. The value obtained for the lowest unoccupied orbital energy (alpha / beta) is -5.53 / -5.54 eV. Its largest force on an atom is 3.77 eV/Å. The value obtained for the molar mass is 201.32 Da.

[6]
Below is one molecule with the formula C10H12SSi in a non-equilibrium geometry, with properties calculated with the ωB97M-V functional and the def2-TZVPD basis.

```
! wB97M-V def2-TZVPD RIJCOSX def2/J DEFGRID3
* xyz 0 1
C 4.0739 0.1771 -1.3264
C 4.2329 -0.1548 0.0513
C 2.8492 0.2754 -1.8692
C 3.0955 -0.2422 0.7649
C 0.4462 0.3905 -1.9022
C 1.5818 0.1687 -1.1519
C 1.7698 0.0471 0.2396
C -0.8610 -0.0480 0.0606
C -3.4783 1.4353 1.3696
C -3.2524 -1.5270 0.9081
Si -2.7463 0.1346 0.1161
S 0.2996 -0.0861 1.2292
H 5.0483 0.1993 -1.8376
H 5.1368 -0.4302 0.3910
H 2.8845 0.3945 -2.9945
H 3.0054 -0.5741 1.8602
H -0.0709 -0.1774 -2.5987
H -2.9506 1.3479 2.3822
H -3.3686 2.5089 0.8674
H -4.6470 1.3118 1.4543
H -4.1497 -1.4776 1.6029
H -3.4905 -2.4438 0.1545
H -2.3910 -1.9487 1.5154
H -3.0177 0.7189 -1.2870
*
```

The calculation puts the relative energy (zero: lowest compared OMol25 entry of this formula, charge and spin) at 512.4 kJ/mol. For the HOMO-LUMO gap (alpha / beta), the calculation gives 6.60 / 6.61 eV. The value obtained for the lowest unoccupied orbital energy (alpha / beta) is -0.72 / -0.72 eV. Its largest force on an atom is 5.27 eV/Å. The value obtained for the molar mass is 192.36 Da.